Below is a structure of composition C21H31CsN2O6Se, with properties calculated with ωB97M-V with the def2-TZVPD basis set.

CARTESIAN COORDINATES (ANGSTROEM)
1 Cs -1.178 -0.057 -0.103
2 Se -3.555 0.031 5.455
3 O -1.733 -2.835 0.219
4 O -3.362 1.157 -1.305
5 O -0.733 2.716 1.155
6 O -5.590 1.557 -1.186
7 O -3.736 -1.475 -1.160
8 O -2.372 -4.602 -0.993
9 N -3.207 -0.557 8.342
10 N 1.669 0.337 -1.424
11 C -2.049 4.627 1.518
12 C 2.763 1.965 0.109
13 C -0.910 2.828 2.578
14 C 3.183 -3.530 -0.805
15 C -3.343 -0.326 7.208
16 C 1.028 -4.483 -1.653
17 C -2.081 3.782 2.793
18 C 1.903 -3.298 -1.329
19 C -3.926 -2.798 -0.749
20 C 5.345 -2.666 0.152
21 C 2.236 -0.851 -1.202
22 C -4.574 0.848 -1.168
23 C 3.978 -2.443 -0.448
24 C -4.881 -0.642 -0.921
25 C 3.711 1.591 -2.200
26 C -1.661 3.583 0.484
27 C 1.504 2.654 -1.910
28 C 3.519 -1.140 -0.629
29 C -2.562 -3.387 -0.449
30 C 1.452 -2.014 -1.517
31 C 2.429 1.569 -1.345
32 H 5.568 -3.729 0.250
33 H 3.392 1.205 0.579
34 H -1.458 -4.856 -0.783
35 H -1.977 4.360 3.710
36 H 3.542 -4.546 -0.661
37 H 0.571 2.657 -1.345
38 H -2.539 3.012 0.169
39 H -4.430 -3.413 -1.501
40 H 1.834 2.045 0.672
41 H 0.154 -4.194 -2.239
42 H 4.555 1.076 -1.745
43 H 1.272 2.434 -2.956
44 H -1.280 5.403 1.587
45 H -4.499 -2.852 0.185
46 H 4.156 -0.335 -0.293
47 H -1.175 3.988 -0.403
48 H -5.208 -0.754 0.119
49 H -3.017 3.224 2.847
50 H 0.697 -4.959 -0.718
51 H 0.488 -1.802 -1.970
52 H 5.410 -2.212 1.143
53 H 1.964 3.645 -1.840
54 H 1.578 -5.248 -2.206
55 H 0.012 3.225 3.010
56 H 3.288 2.926 0.157
57 H -1.097 1.844 3.010
58 H -5.707 -0.929 -1.577
59 H 4.017 2.629 -2.369
60 H 3.507 1.125 -3.167
61 H 6.118 -2.210 -0.472
62 H -3.006 5.096 1.290

Properties
Kohn-Sham gap, eV: 5.19
Highest occupied orbital energy, eV: -1.526
E_LUMO, eV: 3.6638
Net charge: -2
Energy above the lowest of the compared OMol25 structures with the same formula, charge and spin, kcal per mole: 0.00
Energy, eV: -103441.9581